# 1
DFT (the ωB97M-V functional and the def2-TZVPD basis) results for the molecule C3H3ClOS at a distorted geometry.

Structure (XYZ):
```
9
Properties=species:S:1:pos:R:3:forces:R:3
C -0.552 0.343 -0.783 -1.1627 -3.2086 -2.7071
C -0.025 1.092 0.299 -0.6266 3.3622 -0.4969
C 0.241 -1.488 0.754 -1.1274 -0.1630 -1.8399
O 0.322 0.662 1.337 1.3027 -0.3029 2.2287
S 0.664 -1.049 -0.958 -0.1430 0.2120 1.0922
Cl 1.461 -2.364 1.458 1.1380 -0.6265 0.5428
H -0.681 0.974 -1.716 -0.1192 -1.1663 1.1052
H -1.403 -0.342 -0.433 0.4974 1.7187 -0.6303
H -0.028 2.174 0.042 0.2408 0.1745 0.7052
```
Positions in Å, forces in eV/Å.

Output
Frontier orbital gap = 8.1 eV
Relative energy (zero: lowest compared OMol25 entry of this formula, charge and spin) = 340.86 kJ/mol
Maximum force = 4.36 eV Å⁻¹
Net charge = 0

=====

# 2
DFT (the ωB97M-V functional and the def2-TZVPD basis) results for a cluster of 8 separate species, C48H43O31P in total at a distorted geometry.

Structure (XYZ):
```
123
Properties=species:S:1:pos:R:3:forces:R:3
O 0.171 1.996 1.339 -0.1940 -0.2427 -0.0930
C 0.711 2.034 0.248 0.3741 0.4061 0.0822
C 1.817 2.928 -0.065 -0.2223 -0.1642 0.2342
C 2.356 2.930 -1.289 0.1815 0.3249 0.4377
O 3.374 3.731 -1.609 -0.1523 -0.2949 -0.4756
C 1.849 2.031 -2.375 -0.3598 -0.4047 -0.1719
O 2.367 2.091 -3.473 0.2019 0.1999 0.1151
C 0.755 1.119 -2.055 0.1606 0.0601 -0.1387
C 0.221 1.115 -0.829 -0.1442 -0.2883 -0.4257
O -0.779 0.297 -0.490 0.0541 0.2207 0.3500
H 2.176 3.574 0.720 0.0319 0.0200 -0.0418
H 3.579 3.542 -2.546 0.0120 0.0007 0.0422
H 0.407 0.463 -2.840 -0.0364 0.0244 0.0036
H -0.978 0.496 0.446 0.0029 -0.0416 -0.0183
O -2.830 -7.301 4.988 0.0499 -0.4619 -0.2594
C -2.579 -6.687 3.964 0.1295 0.6883 0.2732
C -2.397 -5.246 3.929 -0.0418 -0.2963 0.1765
C -2.142 -4.626 2.768 -0.0045 0.3214 0.4283
O -1.972 -3.312 2.694 0.2209 -0.3368 -0.4157
C -2.038 -5.385 1.477 -0.0276 -0.5014 -0.2620
O -1.823 -4.771 0.451 0.0564 0.2309 0.1405
C -2.198 -6.835 1.519 0.0149 0.2198 -0.1396
C -2.449 -7.451 2.679 0.0362 -0.3134 -0.4286
O -2.599 -8.775 2.765 -0.0719 0.2549 0.3879
H -2.478 -4.711 4.864 -0.0364 0.0141 -0.0174
H -1.815 -3.113 1.749 -0.2644 0.2091 0.0252
H -2.104 -7.375 0.587 -0.0041 -0.0169 0.0157
H -2.770 -8.966 3.708 0.0399 -0.0590 -0.0467
O -9.919 -8.051 6.548 -0.0927 0.2793 0.1398
C -8.839 -7.577 6.250 0.2007 -0.5074 -0.3090
C -7.834 -8.299 5.481 -0.2563 0.0262 0.1255
C -6.658 -7.724 5.201 -0.1065 -0.5006 -0.1615
O -5.710 -8.347 4.504 0.0750 0.4357 0.0664
C -6.331 -6.335 5.662 -0.1823 0.5421 0.3079
O -5.241 -5.869 5.389 -0.1265 -0.1473 -0.2124
C -7.345 -5.604 6.413 0.2406 -0.0263 -0.0993
C -8.522 -6.179 6.691 0.0969 0.4952 0.1623
O -9.478 -5.549 7.371 -0.1124 -0.4136 -0.1229
H -8.079 -9.300 5.156 0.0266 -0.0018 0.0003
H -4.961 -7.719 4.455 0.0858 -0.1131 0.1349
H -7.105 -4.598 6.727 -0.0154 -0.0080 0.0202
H -10.220 -6.182 7.436 0.0103 0.0486 0.0269
O 4.048 7.385 2.912 -0.1877 -0.2426 -0.0952
C 4.587 7.422 1.822 0.4090 0.4266 0.1635
C 5.697 8.316 1.508 -0.1975 -0.1231 0.1599
C 6.234 8.318 0.281 0.2649 0.3863 0.3687
O 7.251 9.113 -0.050 -0.2137 -0.3207 -0.3556
C 5.721 7.416 -0.801 -0.4459 -0.3665 -0.0064
O 6.240 7.476 -1.902 0.1193 0.2201 0.1114
C 4.631 6.507 -0.481 0.1963 0.1441 -0.2812
C 4.096 6.503 0.744 -0.1485 -0.3408 -0.4045
O 3.096 5.685 1.074 0.1233 0.3400 0.4570
H 6.055 8.962 2.297 0.0076 0.0133 -0.0205
H 7.454 8.921 -0.988 0.1067 0.0425 0.0453
H 4.282 5.850 -1.262 -0.0258 -0.0259 0.0456
H 2.888 5.879 2.009 -0.0114 0.0119 -0.0409
O 9.974 4.197 -6.616 0.2205 0.2058 -0.1291
C 9.783 4.955 -5.684 -0.4016 -0.3895 0.2960
C 8.891 4.649 -4.573 0.1244 -0.0519 -0.2495
C 8.714 5.536 -3.587 -0.2258 -0.4589 0.0071
O 7.911 5.299 -2.553 0.3959 0.2634 0.0188
C 9.415 6.864 -3.586 0.3773 0.3667 -0.2684
O 9.204 7.638 -2.671 -0.1244 -0.2167 0.1629
C 10.324 7.160 -4.685 -0.1359 0.0781 0.2327
C 10.503 6.271 -5.670 0.2629 0.4559 -0.0127
O 11.325 6.498 -6.692 -0.2103 -0.3947 -0.0178
H 8.391 3.690 -4.586 -0.0144 0.0124 0.0134
H 7.959 6.100 -1.995 -0.2268 0.0260 -0.0536
H 10.837 8.111 -4.666 0.0011 -0.0061 -0.0247
H 11.270 5.704 -7.260 0.0232 0.0510 -0.0099
O 6.201 2.862 0.772 -0.0710 -0.0759 0.3002
C 7.392 2.710 0.976 0.1960 0.2022 -0.5280
C 8.418 3.038 -0.005 -0.3211 -0.0014 0.0136
C 9.710 2.833 0.276 -0.1353 0.2003 -0.4396
O 10.681 3.121 -0.590 0.1406 -0.1693 0.3855
C 10.148 2.264 1.592 -0.1580 -0.1963 0.5514
O 11.335 2.083 1.784 0.0657 0.1224 -0.2831
C 9.123 1.957 2.583 0.2502 0.0111 -0.0835
C 7.831 2.165 2.302 0.1368 -0.1914 0.4710
O 6.861 1.902 3.177 -0.1474 0.1601 -0.3895
H 8.091 3.447 -0.952 0.0281 0.0020 -0.0052
H 11.516 2.879 -0.145 -0.0112 0.0146 -0.0560
H 9.451 1.563 3.535 -0.0225 -0.0063 -0.0010
H 6.026 2.138 2.728 0.0102 -0.0335 0.0493
O -6.131 -5.626 -8.060 0.2165 0.1865 -0.1456
C -6.257 -4.797 -7.180 -0.3953 -0.3384 0.3321
C -7.119 -4.988 -6.019 0.1040 -0.0912 -0.2310
C -7.225 -4.027 -5.095 -0.2720 -0.4435 0.0643
O -7.999 -4.159 -4.017 0.2281 0.3944 -0.0190
C -6.476 -2.734 -5.215 0.4052 0.3171 -0.3683
O -6.627 -1.890 -4.350 -0.2762 -0.2570 0.1544
C -5.598 -2.551 -6.361 -0.1043 0.1128 0.2534
C -5.488 -3.513 -7.285 0.2798 0.4408 -0.0513
O -4.697 -3.391 -8.347 -0.2290 -0.3953 0.0163
H -7.656 -5.924 -5.945 -0.0135 0.0143 0.0141
H -7.900 -3.327 -3.514 -0.0556 -0.0426 -0.0031
H -5.051 -1.621 -6.427 -0.0035 -0.0058 -0.0284
H -4.802 -4.219 -8.856 0.0325 0.0549 -0.0211
C -5.864 0.269 4.385 -0.2625 -0.6169 -0.4738
C -6.038 -0.966 3.466 0.3050 0.3652 -0.1455
C -4.706 -1.460 2.846 -0.8576 -0.7702 -0.2507
C -4.932 -1.629 1.345 1.3220 0.9707 0.1994
O -3.702 -1.899 0.669 -0.2750 -0.2752 -0.4545
P -3.814 -1.309 -0.971 -0.1226 -0.3148 -0.0820
C -4.075 -0.596 -2.764 -0.4623 0.3011 0.7703
C -4.046 0.899 -2.646 -2.4385 -3.2989 1.0948
O -3.231 1.567 -3.099 3.5471 3.1830 -1.8558
O -5.089 1.427 -1.909 -0.5955 -0.1108 0.4141
H -4.859 0.261 4.803 -0.1267 0.1951 0.2703
H -6.009 1.166 3.781 0.2583 0.1039 0.1424
H -6.623 0.290 5.167 0.1565 0.0183 0.1251
H -6.680 -0.650 2.637 -0.1274 -0.1429 0.0920
H -6.563 -1.792 3.946 0.1066 0.0891 0.1964
H -3.862 -0.810 3.073 -0.0813 0.1372 -0.2361
H -4.446 -2.458 3.208 0.0859 0.1487 0.3229
H -5.684 -2.399 1.146 -0.0023 0.0381 -0.0689
H -5.293 -0.655 0.962 -0.3683 -0.1748 0.0875
H -3.522 -0.022 -0.452 -0.1129 -0.1709 -0.1012
H -2.728 -2.104 -1.377 -0.1205 0.0332 0.3263
H -5.121 -1.857 -1.029 0.2134 0.0827 0.0046
H -3.328 -0.963 -3.466 0.0020 0.1402 -0.0273
H -5.083 -0.895 -3.053 0.1789 -0.0812 -0.1241
H -4.833 1.508 -0.980 -0.0137 0.1760 -0.1477
```
Positions in Å, forces in eV/Å.

Output
Frontier orbital gap = 7.9 eV
Relative energy (zero: lowest compared OMol25 entry of this formula, charge and spin) = 94.30 kJ/mol
Maximum force = 5.11 eV Å⁻¹
SMILES = O=C1C=C(O)C(=O)C=C1O.O=C1C=C(O)C(=O)C=C1O.O=C1C=C(O)C(=O)C=C1O.O=C1C=C(O)C(=O)C=C1O.O=C1C=C(O)C(=O)C=C1O.O=C1C=C(O)C(=O)C=C1O.O=C1C=C(O)C(=O)C=C1O.CCCCO[PH3]CC(=O)O
Net charge = 0

=====

# 3
DFT (the ωB97M-V functional and the def2-TZVPD basis) results for a structure of composition C24H24FO8Pb at a distorted geometry.

Structure (XYZ):
```
58
Properties=species:S:1:pos:R:3:forces:R:3
Pb 0.531 -0.392 4.663 -0.6492 -0.1503 -3.5008
F 0.615 0.319 2.358 0.1162 -0.5828 2.5208
C 0.279 1.561 -2.579 0.3804 -1.2546 -1.0579
C 0.377 0.926 -1.357 -0.2991 0.4276 0.1785
C -0.025 -0.403 -1.214 0.1881 0.8650 -0.6746
C -0.326 -1.160 -2.328 -0.1855 -0.0408 0.4025
C -0.249 -0.586 -3.596 -0.3628 0.5565 -0.2547
C 0.019 0.768 -3.720 -0.0125 0.8980 1.1560
O 0.006 1.428 -4.922 -0.2424 -0.1858 -0.1484
O -0.186 -0.975 0.016 0.2684 -0.4193 0.7646
H 0.448 2.616 -2.738 0.1495 0.0275 0.2280
H 0.710 1.526 -0.517 -0.2151 -0.1316 0.2415
H -0.690 -2.150 -2.083 0.0756 -0.1998 -0.6278
H -0.523 -1.053 -4.534 0.0837 -0.6295 0.2698
H -0.799 1.182 -5.392 0.1640 0.0098 -0.1817
H 0.008 -0.326 0.708 0.1243 0.1522 -0.4793
C 5.939 0.947 -1.403 -0.0630 0.8485 1.1384
C 5.116 1.405 -0.355 0.0287 -0.0490 -0.4474
C 3.907 0.789 -0.095 0.1958 -1.2401 -0.5184
C 3.556 -0.340 -0.862 -0.4715 1.1752 0.7036
C 4.353 -0.751 -1.892 0.0383 -0.9691 0.2856
C 5.581 -0.148 -2.133 -0.2134 -0.6049 -0.7564
O 6.461 -0.613 -3.075 -0.0522 0.0872 -0.0005
O 3.172 1.221 0.972 -0.1064 0.5669 0.5476
H 6.892 1.417 -1.605 -0.0062 0.0539 0.0441
H 5.388 2.238 0.279 0.2043 0.0750 -0.1464
H 2.633 -0.883 -0.689 -0.0252 0.1004 0.1762
H 4.014 -1.685 -2.329 0.4088 0.1368 -0.6158
H 6.072 -1.354 -3.548 -0.0202 0.0159 0.0140
H 2.350 0.741 1.105 0.0182 -0.2375 -0.3165
C -2.200 -3.577 3.812 0.5490 0.1842 -1.0873
C -2.970 -4.706 3.624 -1.0714 0.7952 0.6403
C -3.348 -5.129 2.343 1.0941 -0.7785 0.3786
C -2.657 -4.618 1.251 -0.1516 0.3134 0.4881
C -1.737 -3.593 1.454 0.1668 0.2349 -0.6416
C -1.565 -3.024 2.697 -0.7878 -0.9155 0.5464
O -0.732 -1.939 2.903 1.1854 1.3982 1.2013
O -4.187 -6.190 2.257 -0.2921 0.2142 0.1704
H -2.110 -3.109 4.784 0.1016 -0.1770 0.1178
H -3.436 -5.073 4.529 -0.2161 -0.4971 -0.3168
H -2.851 -5.034 0.271 0.1815 0.1079 -0.1092
H -1.143 -3.226 0.626 -0.1261 0.1122 -0.0568
H -0.610 -1.344 2.145 -0.2730 -0.4322 -0.3124
H -4.533 -6.299 1.365 0.1237 0.0192 -0.0463
C -1.082 3.246 0.969 -0.2642 -0.0024 0.0137
C -1.347 4.500 0.456 0.1282 -0.0503 -0.4227
C -2.621 4.833 -0.003 -0.2291 0.1642 1.7245
C -3.655 3.905 0.179 0.3167 -0.5479 -0.9654
C -3.382 2.617 0.642 0.5104 0.0923 -0.7487
C -2.096 2.299 1.046 0.3877 0.5176 1.0006
O -1.895 1.121 1.731 0.1226 -0.5278 -0.0642
O -2.947 6.118 -0.337 -0.1092 -0.2097 -0.3806
H -0.081 3.075 1.349 -0.0198 -0.3037 0.0321
H -0.512 5.190 0.440 -0.2088 0.2870 -0.1695
H -4.649 4.138 -0.177 -0.0347 0.1596 0.1138
H -4.070 1.787 0.556 -0.4486 0.3022 0.3966
H -0.965 1.051 2.003 -0.2012 0.2532 -0.3152
H -2.249 6.713 -0.046 0.0461 -0.0152 -0.1320
```
Positions in Å, forces in eV/Å.

Output
Frontier orbital gap = 2.6 eV
Maximum force = 3.56 eV Å⁻¹
Net charge = +1

=====

# 4
DFT (the ωB97M-V functional and the def2-TZVPD basis) results for a cluster of 2 separate species, C2H3NO2S in total at a distorted geometry.

Structure (XYZ):
```
9
Properties=species:S:1:pos:R:3:forces:R:3
C -0.385 0.752 0.129 -2.9580 -1.4485 0.1771
C 0.482 -0.434 0.179 -0.6948 -1.6015 -0.3852
N -2.313 -0.076 0.029 1.1678 2.1368 0.6033
O -0.336 1.917 0.040 0.5017 -0.0672 0.1141
O -2.342 -1.153 -0.373 0.4950 -0.9942 -0.3903
S 2.161 -0.051 -0.395 0.7939 -0.6491 -0.2407
H -0.026 -1.124 -0.644 1.1377 1.1753 1.5104
H 0.371 -1.086 1.156 0.3319 1.7326 -1.7098
H 2.387 1.256 -0.122 -0.7752 -0.2841 0.3210
```
Positions in Å, forces in eV/Å.

Output
Frontier orbital gap (alpha / beta) = 7.6 / 7.6 eV
Relative energy (zero: lowest compared OMol25 entry of this formula, charge and spin) = 477.56 kJ/mol
Maximum force = 3.30 eV Å⁻¹
Net charge = 0

=====

| no. | molar mass (u) |
| --- | --- |
| 1 | 122.576 |
| 2 | 1146.815 |
| 3 | 666.646 |
| 4 | 105.118 |